{
  "formula": "H2O2P",
  "method": "wB97M-V/def2-TZVPD",
  "homo_ha": -0.1428,
  "total_charge": -1,
  "e_lumo_ev": 4.9,
  "largest_force_ev_per_a": 6.919,
  "gap_ev": 8.831,
  "smiles": "O=[PH2][O-]",
  "de_lowest_kj_mol": 137.0,
  "elements": ["O", "O", "P", "H", "H"],
  "coordinates": [[1.07270, -1.74577, 0.03761], [2.15080, 0.85820, -0.06972], [0.75245, -0.28871, -0.00551], [-0.13854, -0.18224, 1.16002], [-0.04362, 0.14491, -1.08076]],
  "forces_ev_per_angstrom": [[-0.180, -0.238, -0.591], [-5.643, -3.976, 0.469], [5.624, 3.503, 0.971], [0.478, 0.799, -0.727], [-0.278, -0.087, -0.122]],
  "lowdin_charge": [-0.57, -0.73, 0.41, -0.04, -0.07]
}

=====

{
  "formula": "H2O4S",
  "method": "wB97M-V/def2-TZVPD",
  "homo_ha": -0.3559,
  "total_charge": 0,
  "e_lumo_ev": -0.8,
  "largest_force_ev_per_a": 3.755,
  "gap_ev": 8.881,
  "smiles": "OOSOO",
  "de_lowest_kj_mol": 439.7,
  "elements": ["O", "O", "O", "O", "S", "H", "H"],
  "coordinates": [[-0.84183, -1.49378, -1.75971], [0.82861, 1.70573, 1.55631], [-0.98059, -1.19290, -0.16886], [0.54276, 0.98862, 0.41748], [0.29170, -1.05308, 0.65814], [-1.58588, -1.04121, -2.07518], [1.74523, 2.08662, 1.37181]],
  "forces_ev_per_angstrom": [[2.790, -1.169, 2.224], [1.537, 0.714, 0.444], [-1.222, -0.197, -1.290], [-0.517, -2.775, -0.746], [1.034, 2.924, -0.488], [-2.102, 1.401, -0.440], [-1.520, -0.898, 0.297]],
  "lowdin_charge": [-0.05, -0.14, -0.57, -0.41, 1.01, 0.03, 0.13]
}

=====

{
  "formula": "H2OP2",
  "method": "wB97M-V/def2-TZVPD",
  "homo_ha": [-0.3386, -0.3478],
  "total_charge": 0,
  "e_lumo_ev": [-3.0, -2.9],
  "largest_force_ev_per_a": 4.837,
  "gap_ev": [6.220, 6.521],
  "de_lowest_kj_mol": 606.5,
  "elements": ["O", "P", "P", "H", "H"],
  "coordinates": [[-1.65441, -0.61953, 1.69795], [0.27059, -1.38490, 0.33928], [0.89255, 0.51951, -0.26355], [-0.29741, 1.21711, -0.12610], [0.78867, 0.26782, -1.64759]],
  "forces_ev_per_angstrom": [[3.830, -1.360, -2.622], [-3.662, 1.254, 2.664], [-0.162, -0.271, -0.166], [-0.365, 0.349, 0.228], [0.359, 0.028, -0.104]],
  "lowdin_charge": [-0.62, 0.53, 0.38, -0.14, -0.15]
}

=====

{
  "formula": "H2OSn",
  "method": "wB97M-V/def2-TZVPD",
  "homo_ha": -0.8310,
  "total_charge": 2,
  "e_lumo_ev": -13.6,
  "largest_force_ev_per_a": 1.676,
  "gap_ev": 9.023,
  "de_lowest_kj_mol": 67.1,
  "elements": ["Sn", "O", "H", "H"],
  "coordinates": [[-1.04831, -1.38192, -1.51314], [-0.00953, 0.36906, 0.37309], [0.56318, -0.17554, 0.94575], [0.49466, 1.18840, 0.19430]],
  "forces_ev_per_angstrom": [[0.434, 1.017, 0.880], [-0.167, -1.308, -1.034], [-0.071, 0.406, 0.184], [-0.196, -0.114, -0.029]],
  "lowdin_charge": [1.93, -0.13, 0.09, 0.11]
}

=====

{
  "formula": "H2P2S4",
  "method": "wB97M-V/def2-TZVPD",
  "homo_ha": -0.3205,
  "total_charge": 0,
  "e_lumo_ev": -1.8,
  "largest_force_ev_per_a": 1.115,
  "gap_ev": 6.916,
  "de_lowest_kj_mol": 112.6,
  "elements": ["P", "P", "S", "S", "S", "S", "H", "H"],
  "coordinates": [[-2.17005, -1.63764, -0.22171], [-0.62261, 1.11635, -0.27044], [2.41661, 1.76325, 0.73055], [-1.00899, -0.08497, -1.81673], [-1.07221, -0.13852, 1.24337], [-1.27609, -3.32683, -0.18083], [2.31255, 1.41670, -0.52836], [1.42080, 0.89166, 1.04414]],
  "forces_ev_per_angstrom": [[0.599, 0.106, -0.134], [-0.881, -0.557, -0.397], [-0.232, -0.151, 0.891], [-0.012, 0.075, 0.187], [-0.045, -0.010, 0.104], [-0.221, 0.434, 0.029], [0.110, -0.161, -0.882], [0.683, 0.263, 0.201]],
  "lowdin_charge": [-0.06, 0.05, 0.48, 0.03, 0.02, 0.03, -0.24, -0.30]
}

=====

{
  "formula": "H2S4",
  "method": "wB97M-V/def2-TZVPD",
  "homo_ha": -0.3268,
  "total_charge": 0,
  "e_lumo_ev": -1.6,
  "largest_force_ev_per_a": 2.916,
  "gap_ev": 7.313,
  "smiles": "SSSS",
  "de_lowest_kj_mol": 112.4,
  "elements": ["S", "S", "S", "S", "H", "H"],
  "coordinates": [[-1.64132, -0.61884, -0.24737], [1.64049, 1.16764, 0.16361], [-0.37076, -1.88530, 0.55556], [1.76411, -0.76243, -0.43875], [-1.96122, 0.39875, 0.75827], [0.56871, 1.70017, -0.79133]],
  "forces_ev_per_angstrom": [[-1.154, 1.639, 0.893], [-2.203, 0.114, -1.908], [2.070, 1.159, -0.562], [-1.570, -0.226, 1.030], [0.773, -1.638, -1.170], [2.084, -1.048, 1.716]],
  "lowdin_charge": [0.11, 0.12, 0.00, -0.04, -0.11, -0.09]
}

=====

{
  "formula": "H2Se",
  "method": "wB97M-V/def2-TZVPD",
  "homo_ha": -0.3434,
  "total_charge": 0,
  "e_lumo_ev": 0.3,
  "largest_force_ev_per_a": 3.356,
  "gap_ev": 9.628,
  "smiles": "[SeH2]",
  "de_lowest_kj_mol": 54.6,
  "elements": ["Se", "H", "H"],
  "coordinates": [[0.50850, -0.41417, -0.15261], [-0.59678, -0.27865, 1.17607], [0.08828, 0.69282, -1.02347]],
  "forces_ev_per_angstrom": [[-1.563, -0.139, 2.310], [1.917, 0.108, -2.752], [-0.355, 0.031, 0.442]],
  "lowdin_charge": [0.36, -0.09, -0.27]
}

=====

{
  "formula": "H30O15",
  "method": "wB97M-V/def2-TZVPD",
  "homo_ha": -0.3650,
  "total_charge": 0,
  "e_lumo_ev": -0.7,
  "largest_force_ev_per_a": 4.076,
  "gap_ev": 9.264,
  "de_lowest_kj_mol": 155.3,
  "elements": ["O", "H", "H", "O", "H", "H", "O", "H", "H", "O", "H", "H", "O", "H", "H", "O", "H", "H", "O", "H", "H", "O", "H", "H", "O", "H", "H", "O", "H", "H", "O", "H", "H", "O", "H", "H", "O", "H", "H", "O", "H", "H", "O", "H", "H"],
  "coordinates": [[-10.75000, 20.04900, -3.47600], [-10.15700, 19.75600, -2.83600], [-10.86700, 20.94300, -3.15400], [-8.12900, 14.73200, -7.58700], [-8.90800, 15.07600, -7.17000], [-8.06100, 15.34700, -8.33000], [-10.76300, 18.39900, -8.35700], [-10.83100, 18.51900, -7.36600], [-10.79400, 19.29600, -8.63000], [-13.60900, 18.15700, -7.07800], [-13.58500, 17.58000, -6.31800], [-13.28100, 18.97100, -6.87500], [-10.74300, 15.65900, -9.04700], [-10.81500, 16.60300, -8.83400], [-10.29800, 15.64300, -9.85600], [-10.84000, 18.10300, -5.63200], [-10.57400, 17.22500, -5.93400], [-11.04000, 18.00500, -4.70400], [-9.86700, 20.97600, -5.95100], [-9.86100, 20.53200, -5.08400], [-10.08700, 21.87600, -5.78100], [-13.22300, 19.36900, -4.31800], [-13.04400, 19.76300, -5.19300], [-12.35200, 19.49800, -3.96100], [-12.52400, 17.73700, -1.63900], [-11.91700, 17.35500, -2.31400], [-12.15800, 17.47000, -0.79400], [-12.52000, 20.81600, -6.33000], [-11.54700, 20.72500, -6.29900], [-12.74800, 21.66700, -6.69600], [-10.52200, 15.58000, -6.28900], [-11.08000, 15.19600, -5.63700], [-10.85400, 15.43200, -7.21100], [-13.78500, 16.69900, -4.79100], [-13.40800, 16.24600, -3.97700], [-13.70800, 17.66000, -4.62000], [-10.80700, 16.49800, -3.19200], [-9.94600, 16.78500, -3.47500], [-10.57300, 15.77200, -2.59300], [-8.18400, 18.37400, -7.01000], [-8.88500, 18.69800, -7.66700], [-8.10400, 19.22200, -6.49900], [-8.35100, 17.31000, -4.40800], [-8.46500, 17.78800, -5.22600], [-7.70400, 17.79600, -3.91000]],
  "forces_ev_per_angstrom": [[-0.490, 1.265, -1.186], [1.696, -1.654, 1.776], [-0.704, 0.607, -0.106], [0.762, 0.129, -0.858], [-0.702, 0.007, 0.894], [0.320, -0.289, 0.051], [0.582, -0.399, 1.798], [-0.415, -0.585, -0.864], [-0.307, 1.243, -0.993], [-1.697, -3.116, -2.005], [0.210, -0.269, 0.175], [1.388, 3.215, 0.933], [-1.101, 0.321, 2.018], [-0.209, 0.212, -0.205], [1.084, -0.319, -1.923], [0.282, 1.201, -0.188], [-0.054, -0.809, 0.005], [-0.395, -0.041, 0.085], [0.584, -1.064, -0.321], [-0.254, -0.079, -0.123], [0.040, 1.210, 0.281], [-0.535, -0.090, -0.476], [-0.824, 0.006, 0.326], [0.347, -0.210, 1.005], [0.069, 0.073, -0.288], [-0.398, 0.312, 0.610], [0.002, -0.047, 0.124], [0.214, -0.095, -0.449], [-0.091, 0.148, -0.179], [-0.083, 0.260, -0.170], [0.865, 0.459, -1.600], [-0.984, -0.584, 0.503], [-0.050, -0.256, 0.919], [0.613, -1.169, 1.551], [-0.761, 1.087, -1.559], [0.071, -0.028, 0.684], [-0.270, -1.119, 0.546], [1.329, 0.561, -0.853], [-0.376, 0.056, -0.138], [-1.087, 2.370, -0.454], [1.104, -1.256, 0.949], [0.243, -0.955, -0.616], [-0.374, -0.532, 1.109], [-0.209, 0.049, -1.070], [0.566, 0.175, 0.284]],
  "lowdin_charge": [0.00, 0.05, 0.10, -0.06, -0.04, 0.03, -0.05, 0.03, 0.04, -0.01, -0.02, -0.08, -0.02, 0.01, 0.03, -0.07, 0.00, 0.01, -0.04, 0.03, 0.05, -0.06, -0.01, -0.03, -0.08, -0.03, 0.02, -0.04, 0.01, 0.08, -0.03, 0.05, 0.06, -0.10, 0.07, 0.00, -0.04, 0.01, 0.10, -0.09, 0.05, 0.05, -0.03, -0.01, 0.05]
}